[1]
Entry from the Open Molecules 2025 dataset: 2 unconnected molecules or ions with the total composition C2H6NOS at a distorted geometry (ωB97M-V with the def2-TZVPD basis set).

Net charge: -1
Lowest unoccupied orbital energy, eV: 4.23
Max |F|, eV/Å: 6.0
Calculated total energy, eV: -16544.28559

CARTESIAN COORDINATES (ANGSTROEM)
C (1.003464, -1.161206, -2.122563)
S (1.211723, -1.081557, -0.161028)
H (1.209632, -2.095019, -2.620565)
H (1.407555, -0.253378, -2.530871)
H (-0.080241, -1.070433, -2.391060)
C (-0.662299, 1.568872, 1.827350)
N (-0.940129, 0.285551, 1.348831)
O (-1.360387, 1.872138, 2.843888)
H (0.060477, 2.249589, 1.358591)
H (-1.621436, -0.270265, 1.989340)
H (-0.228359, -0.044292, 0.458087)

Force components x, y, z for each atom (eV/Å):
-2.2 0.5 1.8
0.1 -0.4 -2.6
1.1 -0.2 0.1
0.8 0.0 -0.4
0.4 0.1 0.7
-4.2 -3.5 2.6
1.5 1.8 -0.9
1.9 1.3 -1.3
0.0 -0.5 -0.2
1.9 1.5 -1.8
-1.4 -0.6 2.1

[2]
Entry from the Open Molecules 2025 dataset: 2 unconnected molecules or ions with the total composition C2H6NP at a distorted geometry (ωB97M-V with the def2-TZVPD basis set).

Lowest unoccupied orbital energy, eV: 0.29
Max |F|, eV/Å: 5.2
Calculated total energy, eV: -12946.38232

CARTESIAN COORDINATES (ANGSTROEM)
C (-0.399228, -1.337034, 0.068296)
C (1.024828, 1.250748, 0.139452)
N (-1.283885, -0.113320, -0.136615)
P (0.250527, -0.016732, -0.999196)
H (-0.121370, -1.478140, 1.094218)
H (-0.604965, -2.322087, -0.440870)
H (0.919942, 1.079354, 1.249960)
H (0.689118, 2.315829, 0.039475)
H (2.044061, 1.186706, -0.014929)
H (-2.519026, -0.565323, -0.999792)

Force components x, y, z for each atom (eV/Å):
-0.6 0.1 -0.7
-2.0 0.3 1.8
-3.6 -2.8 -2.5
-0.4 0.7 0.3
0.2 0.1 0.4
0.0 1.3 0.4
-0.3 -0.3 -1.1
0.1 -1.0 -0.6
2.4 0.2 -0.6
4.1 1.5 2.5

[3]
Entry from the Open Molecules 2025 dataset: a gas-phase ion, C2H6NS (charge -1) at a distorted geometry (ωB97M-V with the def2-TZVPD basis set).

Net charge: -1
Lowest unoccupied orbital energy, eV: 4.44
Max |F|, eV/Å: 1.9
Calculated total energy, eV: -14497.25208
SMILES string: NCC[S-]

CARTESIAN COORDINATES (ANGSTROEM)
C (0.147992, -0.331978, 0.577043)
C (0.695745, 0.727921, -0.387149)
S (-0.364635, 2.205446, -0.436856)
N (-1.002395, -1.097797, 0.070677)
H (-0.253255, 0.166400, 1.460260)
H (0.902085, -1.046273, 0.940868)
H (0.859274, 0.207662, -1.335717)
H (1.689040, 1.004555, -0.005505)
H (-0.918231, -1.359732, -0.910251)
H (-1.755620, -0.476206, 0.026628)

Force components x, y, z for each atom (eV/Å):
-0.5 -0.2 0.0
0.2 -0.2 1.0
-0.1 -0.1 -0.4
0.8 -1.2 -0.2
0.3 0.2 0.1
0.1 0.1 -0.3
-0.1 0.2 -0.3
0.0 0.0 -0.2
0.6 0.0 0.1
-1.4 1.3 0.2

[4]
Entry from the Open Molecules 2025 dataset: a molecular structure, C2H6NaO at a distorted geometry (ωB97M-V with the def2-TZVPD basis set).

Net charge: +1
Lowest unoccupied orbital energy, eV: -4.52
Max |F|, eV/Å: 4.4
Calculated total energy, eV: -8628.58017

CARTESIAN COORDINATES (ANGSTROEM)
O (-0.353618, -0.458893, -0.090631)
C (-0.544025, 0.518834, 0.912593)
C (0.808173, -0.176044, -0.844891)
H (-1.458282, 0.254116, 1.469972)
H (-0.674676, 1.524979, 0.479913)
H (0.302833, 0.546802, 1.618756)
H (0.735315, 0.800406, -1.352683)
H (1.712814, -0.177771, -0.213836)
H (0.911501, -0.963681, -1.610106)
Na (-1.440035, -1.868749, -0.369087)

Force components x, y, z for each atom (eV/Å):
2.3 3.0 0.6
-0.4 0.8 1.0
1.0 0.0 -0.8
0.3 0.2 -0.2
0.0 -0.4 0.0
-0.2 -0.1 -0.3
-0.1 -0.3 0.2
-0.4 0.0 -0.1
0.0 0.3 0.3
-2.6 -3.4 -0.7

[5]
Entry from the Open Molecules 2025 dataset: a molecular structure, C2H6NiO9 at a distorted geometry (ωB97M-V with the def2-TZVPD basis set).

Net charge: -2
Spin multiplicity: 3
Lowest unoccupied orbital energy (spin up / spin down), eV: 4.41 / 4.59
Max |F|, eV/Å: 15.0
Calculated total energy, eV: -61637.71480
<S²>: 2.03

CARTESIAN COORDINATES (ANGSTROEM)
Ni (-8.467507, -22.544332, -11.994165)
C (-11.100864, -22.245241, -11.995989)
O (-10.315564, -21.870751, -11.212580)
O (-12.183338, -21.745899, -12.277059)
O (-10.456460, -22.816359, -12.866170)
C (-7.475313, -23.755400, -14.578323)
O (-8.561140, -23.343383, -15.030790)
O (-6.888648, -24.756871, -14.975740)
O (-7.382767, -23.561244, -13.389075)
O (-6.819375, -22.077485, -10.775720)
H (-6.792473, -21.635758, -9.926969)
H (-6.184970, -22.789776, -10.695773)
O (-8.652771, -24.246619, -10.593325)
H (-9.282576, -24.946115, -10.767343)
H (-8.469336, -24.316450, -9.656463)
O (-8.282658, -20.680626, -12.752236)
H (-7.528670, -20.091264, -12.732566)
H (-9.000951, -20.140471, -13.081663)

Force components x, y, z for each atom (eV/Å):
-2.9 -1.4 -2.4
-2.8 1.1 -6.3
6.4 4.9 12.6
-4.6 0.7 1.1
2.7 -6.2 -6.0
-5.0 -3.0 -2.6
-1.3 2.5 -3.8
3.8 -2.6 -3.4
3.1 3.6 11.2
0.6 0.4 0.4
-0.4 0.2 0.2
0.2 -0.5 -0.5
0.4 -0.5 0.3
-0.3 0.0 -0.6
0.0 0.3 0.2
0.4 1.1 -0.2
0.4 -0.2 0.0
-0.7 -0.4 -0.1

[6]
Entry from the Open Molecules 2025 dataset: C2H6O in the gas phase at a distorted geometry (ωB97M-V with the def2-TZVPD basis set).

Lowest unoccupied orbital energy, eV: 1.09
Max |F|, eV/Å: 4.7
Calculated total energy, eV: -4217.37412
SMILES string: CCO

CARTESIAN COORDINATES (ANGSTROEM)
C (0.030233, -0.441409, -0.484048)
O (-1.234997, -0.192973, -0.789500)
C (0.496221, 0.441680, 0.663633)
H (0.129183, -1.677700, -0.245216)
H (0.741436, -0.456165, -1.356989)
H (-1.835927, 0.437213, -0.430301)
H (0.527252, 1.410750, 0.238301)
H (-0.260274, 0.398664, 1.469880)
H (1.406870, 0.079943, 0.934244)

Force components x, y, z for each atom (eV/Å):
2.6 -3.6 1.5
-3.0 -1.1 -3.1
-2.7 -0.8 -1.1
-0.3 3.0 0.1
-0.8 0.9 0.4
0.5 0.9 1.0
0.3 1.3 0.0
0.6 0.0 -0.2
2.7 -0.5 1.3

Question: Number 4 is which compound?
Answer: C2H6NaO

Question: What is the max |F| in the second record?
Answer: 5.2 eV/Å

Question: Among the records above, which one has the highest max |F|?
Answer: C2H6NiO9

Question: max |F| of number 3 (C2H6NS)?
Answer: 1.9 eV/Å